[1]
{"formula": "C13H24N4O4", "method": "the ωB97M-V functional and the def2-TZVPD basis", "elements": ["C", "C", "C", "C", "C", "N", "C", "C", "O", "C", "O", "N", "C", "H", "H", "H", "H", "H", "H", "H", "H", "H", "H", "H", "H", "H", "H", "H", "H", "H", "H", "O", "C", "N", "C", "C", "C", "O", "N", "H", "H", "H", "H", "H", "H"], "positions_angstrom": [[2.74, -1.78, 2.87], [1.26, -1.40, 2.73], [0.74, -1.47, 1.27], [1.40, -0.40, 0.38], [-0.80, -1.34, 1.20], [-1.23, -0.03, 1.73], [-2.39, 0.57, 1.50], [-2.59, 1.93, 2.12], [-3.29, 0.06, 0.85], [-1.53, -2.56, 1.81], [-0.96, -3.65, 1.87], [-2.77, -2.40, 2.27], [-3.56, -3.45, 2.92], [3.01, -1.80, 3.92], [3.37, -1.05, 2.37], [2.91, -2.77, 2.44], [1.12, -0.39, 3.12], [0.69, -2.09, 3.35], [1.01, -2.44, 0.86], [2.48, -0.59, 0.31], [1.24, 0.60, 0.78], [0.99, -0.47, -0.63], [-1.08, -1.35, 0.14], [-0.56, 0.47, 2.30], [-3.59, 2.29, 1.88], [-1.85, 2.62, 1.72], [-2.48, 1.86, 3.20], [-3.22, -1.51, 2.08], [-4.43, -3.01, 3.41], [-3.90, -4.16, 2.16], [-2.96, -3.97, 3.65], [0.00, 4.69, -4.50], [0.70, 3.72, -4.27], [0.76, 3.24, -2.99], [1.35, 2.01, -2.72], [2.04, 1.38, -3.72], [2.21, 1.98, -5.08], [1.74, 1.04, -6.03], [1.42, 3.17, -5.28], [0.06, 3.63, -2.36], [1.24, 1.55, -1.74], [2.48, 0.40, -3.54], [3.27, 2.20, -5.25], [1.95, 1.33, -6.93], [1.02, 3.34, -6.20]], "mulliken_charge": [-1.382, -0.523, 0.339, -1.701, 0.012, -0.086, 0.864, -1.313, -0.684, 0.174, -0.673, -0.013, -0.952, 0.416, 0.303, 0.327, 0.247, 0.420, 0.471, 0.427, 0.284, 0.469, 0.271, 0.229, 0.342, 0.332, 0.329, 0.088, 0.344, 0.293, 0.318, -0.667, 0.288, -0.125, 0.211, -0.930, 0.378, -0.579, -0.157, 0.251, 0.216, 0.382, 0.192, 0.330, 0.239], "smiles": "CC[C@H](C)[C@H](NC(C)=O)C(=O)NC.O=C1NC=C[C@@H](O)N1", "relative_energy_kj_mol": 118.4, "spin_multiplicity": 1, "homo_lumo_gap_ev": 9.18, "lumo_energy_ev": 0.333, "charge": 0}


[2]
{"formula": "C3H3ClS", "method": "the ωB97M-V functional and the def2-TZVPD basis", "elements": ["C", "C", "C", "S", "Cl", "H", "H", "H"], "positions_angstrom": [[1.20, 0.18, 0.47], [-0.88, -0.31, -0.75], [-0.14, 0.17, 0.37], [-2.40, -0.02, -1.15], [-1.11, 0.80, 1.67], [1.70, 0.58, 1.33], [1.80, -0.20, -0.34], [-0.17, -1.19, -1.59]], "mulliken_charge": [-0.781, -0.370, 0.787, -0.180, -0.174, 0.284, 0.266, 0.168], "relative_energy_kj_mol": 95.6, "spin_multiplicity": 1, "homo_lumo_gap_ev": 7.88, "lumo_energy_ev": -1.053, "charge": 0}